1.
Entry from the OMol25 dataset: a cluster of 2 separate species, C4H8N2O2 in total in a non-equilibrium geometry (ωB97M-V with the def2-TZVPD basis set).

2S+1 = 1
E_LUMO = 0.59 eV
Energy above the lowest of the compared OMol25 structures with the same formula, charge and spin = 3.6862 eV
E = -11350.4266 eV
Frontier orbital gap = 9.629 eV
E_HOMO = -9.0354 eV

Positions of all 16 atoms, in Å:
C 0.4302 0.0708 1.3692
C -1.0168 -0.7538 -1.2027
C 0.6172 1.2606 -0.0772
C -0.0864 1.4479 1.3029
N 0.6807 -0.2361 0.1219
N -0.4134 -1.7239 -1.9672
O 0.7659 -0.6212 2.4558
O -1.2368 0.3897 -1.6775
H 1.1992 -1.4393 2.1725
H -0.2028 1.2693 -0.9916
H -1.6723 -1.1770 -0.4269
H 1.6076 1.7043 -0.1567
H -0.0719 -2.5412 -1.4862
H 0.2260 -1.3649 -2.6635
H 0.3385 2.1605 2.0063
H -1.1651 1.5540 1.2209

Löwdin population analysis, charges in e, atoms 1 to 6:
1 C -0.46
2 C -0.43
3 C -0.16
4 C -0.04
5 N 0.07
6 N 0.10

2.
Entry from the OMol25 dataset: a cluster of 2 separate species, C9H8N2O3P in total in a non-equilibrium geometry (ωB97M-V with the def2-TZVPD basis set).

2S+1 = 1
E_LUMO = 2.72 eV
Energy above the lowest of the compared OMol25 structures with the same formula, charge and spin = 0.7479 eV
E = -27874.4317 eV
Frontier orbital gap = 7.453 eV
E_HOMO = -4.7375 eV
Charge = -1

Positions of all 23 atoms, in Å:
C -1.1773 -0.9561 2.4237
C -0.2798 0.0932 2.8742
C -1.0682 -1.3592 1.1018
C 0.4899 0.8010 1.9579
C 0.1858 -1.3692 -1.0128
C 1.1715 -0.7761 -1.7091
C -0.0474 -0.8768 0.2843
C 0.7838 0.2463 0.6967
C 0.2197 1.9415 -2.8898
N 1.7856 0.6678 -0.1008
N 1.9261 0.2134 -1.2396
O -0.6873 0.8966 -2.4563
O -1.5967 1.4520 -4.9313
O 0.3774 -0.3384 -4.5021
P -0.4531 0.8662 -4.1380
H -1.9574 -1.4409 2.8873
H -0.3631 0.5954 3.9440
H -1.7593 -1.9918 0.7223
H 0.9877 1.7473 2.3136
H -0.2539 -2.1828 -1.5058
H 1.4160 -0.9934 -2.6587
H -0.2079 2.8516 -2.8435
H 1.1931 1.6215 -2.4931

Löwdin population analysis, charges in e, atoms 1 to 6:
1 C -0.06
2 C -0.09
3 C -0.04
4 C -0.05
5 C 0.02
6 C -0.15

3.
Entry from the OMol25 dataset: a cluster of 9 separate species, C33H66Cl2O19 in total in a non-equilibrium geometry (ωB97M-V with the def2-TZVPD basis set).

2S+1 = 1
E_LUMO = 0.14 eV
Energy above the lowest of the compared OMol25 structures with the same formula, charge and spin = 3.4431 eV
E = -99236.7214 eV
Frontier orbital gap = 10.296 eV
SMILES = CCOC(=O)OC.CCOC(=O)OC.CCOC(=O)OC.CCOC(C)=O.CCOC(C)=O.CCOC(C)=O.CCOC(C)=O.CCOC(C)=O.ClCCl
E_HOMO = -10.1599 eV

Positions of all 120 atoms, in Å:
C 5.1758 3.2869 -8.2323
C 4.4240 2.9332 -6.9218
O 4.8866 1.6702 -6.6011
C 4.5655 1.0349 -5.4401
O 4.0365 1.5590 -4.4650
O 4.8447 -0.3011 -5.5042
C 4.8119 -1.1709 -4.4054
H 6.2229 3.5125 -8.0303
H 4.7075 4.1913 -8.6205
H 5.1038 2.4875 -8.9698
H 3.3421 2.9463 -7.0541
H 4.6011 3.7107 -6.1787
H 4.5075 -2.1403 -4.8002
H 4.1189 -0.8636 -3.6222
H 5.7715 -1.1871 -3.8886
C -0.8220 -6.7322 3.8759
C 0.1928 -6.3583 5.0100
O -0.2438 -5.1763 5.7264
C -0.8222 -5.2346 6.9117
O -1.1158 -6.3134 7.5327
O -0.7273 -4.0374 7.4671
C -1.1648 -3.7354 8.7978
H -0.8371 -6.0280 3.0441
H -1.8662 -6.7847 4.1839
H -0.4476 -7.6547 3.4321
H 1.1933 -6.2411 4.5937
H 0.3005 -7.2240 5.6635
H -1.5364 -2.7107 8.7904
H -0.3794 -3.8856 9.5386
H -1.9419 -4.4147 9.1480
C 3.0018 5.2738 3.5598
C 3.1304 6.3743 4.5797
O 2.3636 7.5057 4.2127
C 1.1230 7.6514 4.5671
O 0.4724 6.8215 5.2169
O 0.6791 8.7762 3.9101
C -0.6594 9.0267 3.8101
H 1.9792 4.9620 3.3474
H 3.6051 4.4157 3.8561
H 3.3959 5.6442 2.6134
H 4.1041 6.7184 4.9285
H 2.6509 5.9806 5.4759
H -0.7867 9.8927 3.1604
H -1.1247 9.2811 4.7624
H -1.2654 8.2813 3.2952
C 12.6500 -3.9304 2.5754
C 11.4847 -4.9089 2.6935
O 10.2264 -4.3267 3.0312
C 9.5179 -3.5653 2.2576
C 8.2967 -3.0617 3.0176
O 9.6691 -3.4487 1.0574
H 12.7711 -3.3445 3.4866
H 12.3522 -3.1393 1.8873
H 13.5997 -4.3464 2.2391
H 11.2788 -5.4718 1.7831
H 11.7418 -5.6688 3.4314
H 7.8189 -2.2372 2.4884
H 8.5662 -2.7476 4.0259
H 7.5584 -3.8520 3.1539
C -8.3932 5.7111 -2.6558
C -7.2698 4.7706 -3.1237
O -6.7935 3.8577 -2.0645
C -7.2815 2.6402 -1.7723
C -6.3748 1.8688 -0.8110
O -8.4080 2.1543 -2.0821
H -9.2392 5.1502 -2.2586
H -8.6660 6.4154 -3.4417
H -8.0827 6.2906 -1.7864
H -7.7153 4.1014 -3.8597
H -6.4019 5.2307 -3.5961
H -5.7117 2.5306 -0.2537
H -5.8221 1.0916 -1.3387
H -6.8820 1.3217 -0.0163
C -5.8676 -1.9412 -7.9937
C -5.8500 -3.3763 -8.4349
O -5.1910 -3.5802 -9.6518
C -5.8476 -3.3827 -10.8256
C -4.9465 -3.4885 -12.0000
O -7.0042 -2.9848 -10.9275
H -6.5240 -1.7624 -7.1421
H -6.1291 -1.3575 -8.8762
H -4.8561 -1.6609 -7.6998
H -5.2890 -3.8951 -7.6576
H -6.8286 -3.8550 -8.3988
H -4.4981 -4.4818 -12.0203
H -4.1927 -2.7100 -11.8817
H -5.5172 -3.3981 -12.9243
C -1.6456 1.2647 6.0589
C -3.1101 1.2917 5.8693
O -3.6020 0.2028 5.0969
C -4.0156 -0.8882 5.7218
C -4.2209 -2.0352 4.7719
O -4.2291 -1.0592 6.9357
H -1.1361 1.5112 5.1274
H -1.2827 0.2748 6.3356
H -1.3404 1.8684 6.9136
H -3.6709 1.4750 6.7859
H -3.4688 2.0653 5.1904
H -5.0801 -1.8894 4.1172
H -4.3290 -2.9597 5.3391
H -3.3577 -2.2075 4.1290
C -0.5078 -1.9578 -2.0481
C -1.0318 -2.3965 -0.7288
O -0.0131 -2.2557 0.3115
C 0.3559 -1.0794 0.7916
C 1.2601 -1.0945 2.0067
O -0.0493 0.0290 0.4364
H 0.4559 -2.4089 -2.2845
H -0.2729 -0.8935 -2.0679
H -1.3304 -2.0439 -2.7579
H -1.8819 -1.8154 -0.3713
H -1.3490 -3.4394 -0.7267
H 2.0717 -1.8029 1.8406
H 0.7033 -1.3857 2.8973
H 1.6015 -0.0731 2.1744
Cl -1.6437 4.2642 -3.9582
C -0.9848 4.0276 -2.2733
Cl -0.4733 5.6056 -1.6643
H -1.7675 3.5473 -1.6861
H -0.1740 3.3034 -2.1945

Löwdin population analysis, charges in e, atoms 1 to 6:
1 C -0.05
2 C -0.24
3 O 0.01
4 C -0.50
5 O 0.10
6 O -0.02

4.
Entry from the OMol25 dataset: a structure of composition C49H43As3F6FeN3O2 (ωB97M-V with the def2-TZVPD basis set).

2S+1 = 6
E_LUMO (alpha / beta) = -6.02 / -8.81 eV
Energy above the lowest of the compared OMol25 structures with the same formula, charge and spin = 0.0000 eV
<S²> = 8.776
E = -293273.4291 eV
Frontier orbital gap (alpha / beta) = 7.317 / 4.524 eV
E_HOMO (alpha / beta) = -13.3369 / -13.3361 eV
Charge = +2

Positions of all 107 atoms, in Å:
Fe -0.7603 -0.5723 0.2706
C -1.1304 0.3257 4.9034
O -0.2416 -0.7818 4.5912
C -0.2604 -0.8881 3.2753
N -0.8878 -0.0258 2.5721
C -1.3772 1.0084 3.5379
C -2.7885 1.5441 3.4580
C -3.2350 2.2615 4.5720
C -4.4921 2.8375 4.5850
C -5.3244 2.7006 3.4819
C -4.8880 1.9904 2.3776
C -3.6200 1.4176 2.3598
C 0.5141 -1.9868 2.6803
C 1.2910 -2.8752 3.4031
C 1.9497 -3.8793 2.7034
C 1.7612 -3.9952 1.3329
C 0.9387 -3.0715 0.7091
N 0.3656 -2.0715 1.3647
C 0.4082 -3.2204 -0.6543
N -0.5192 -2.4628 -1.0917
C -1.1795 -3.2711 -2.1664
C -0.0962 -4.3063 -2.5084
O 0.7511 -4.3103 -1.3202
C -1.7318 -2.5766 -3.3729
C -2.5785 -3.2930 -4.2152
C -3.1064 -2.6907 -5.3441
C -2.7965 -1.3673 -5.6395
C -1.9562 -0.6550 -4.8010
C -1.4342 -1.2661 -3.6707
H -0.6385 0.9498 5.6433
H -2.0487 -0.0889 5.3147
H -0.6958 1.8588 3.4116
H -2.5976 2.3844 5.4402
H -4.8231 3.3883 5.4552
H -6.3126 3.1404 3.4891
H -5.5368 1.8719 1.5220
H -3.3023 0.8562 1.4914
H 1.3597 -2.7848 4.4776
H 2.5750 -4.5890 3.2281
H 2.2027 -4.7959 0.7575
H -2.0205 -3.7631 -1.6743
H 0.5074 -4.0199 -3.3699
H -0.4793 -5.3128 -2.6417
H -2.8391 -4.3193 -3.9794
H -3.7708 -3.2487 -5.9900
H -3.2234 -0.8925 -6.5125
H -1.7110 0.3763 -5.0263
H -0.8070 -0.7229 -2.9835
C 2.1730 2.1567 -1.1432
C 2.6056 2.3098 0.2811
As 2.3572 0.6619 1.3022
C 3.4990 -0.7012 0.5375
C 3.2483 -1.1807 -0.7501
C 4.0468 -2.1692 -1.3020
C 5.0844 -2.7147 -0.5562
C 5.3164 -2.2706 0.7379
C 4.5245 -1.2730 1.2902
C 3.2792 1.1722 2.9299
C 2.6465 1.1579 4.1650
C 3.3172 1.5965 5.2990
C 4.6218 2.0531 5.1979
C 5.2598 2.0658 3.9638
C 4.5943 1.6295 2.8296
As 0.5649 1.0654 -1.5279
C 0.8765 1.1559 -3.4356
C 1.5865 0.1447 -4.0753
C 1.9389 0.2923 -5.4070
C 1.5792 1.4431 -6.0954
C 0.8858 2.4569 -5.4493
C 0.5336 2.3216 -4.1135
C -0.9799 2.1155 -1.1037
C -1.0493 2.6982 0.1689
C -2.1426 3.4794 0.5078
C -3.1751 3.6471 -0.4039
C -3.1297 3.0245 -1.6475
C -2.0428 2.2464 -1.9993
H 2.9446 1.6467 -1.7213
H 1.9660 3.1123 -1.6275
H 2.0475 3.0773 0.8178
H 3.6660 2.5589 0.3433
H 2.4179 -0.7932 -1.3285
H 3.8569 -2.5218 -2.3078
H 5.7056 -3.4917 -0.9818
H 6.1222 -2.6963 1.3213
H 4.7167 -0.9370 2.3006
H 1.6320 0.8058 4.2520
H 2.8205 1.5834 6.2602
H 5.1443 2.4011 6.0787
H 6.2805 2.4148 3.8815
H 5.1122 1.6334 1.8779
H 1.8626 -0.7586 -3.5435
H 2.4871 -0.4925 -5.9103
H 1.8415 1.5509 -7.1392
H 0.6187 3.3597 -5.9819
H 0.0074 3.1240 -3.6116
H -0.2403 2.5691 0.8811
H -2.1976 3.9427 1.4837
H -4.0333 4.2487 -0.1357
H -3.9518 3.1375 -2.3408
H -2.0253 1.7393 -2.9561
F -2.5246 -0.5673 -0.4403
As -4.4673 -0.9765 -0.8255
F -4.5585 -1.1961 0.8670
F -3.9095 -2.5925 -0.9708
F -6.0888 -1.3118 -1.1349
F -4.0274 -0.6769 -2.4460
F -4.6596 0.7146 -0.6097

Löwdin population analysis, charges in e, atoms 1 to 6:
1 Fe 0.87
2 C -0.05
3 O 0.04
4 C -0.37
5 N 0.13
6 C -0.22

5.
Entry from the OMol25 dataset: the molecule C5H7N2P in a non-equilibrium geometry (ωB97M-V with the def2-TZVPD basis set).

2S+1 = 1
E_LUMO = 0.55 eV
Energy above the lowest of the compared OMol25 structures with the same formula, charge and spin = 0.2202 eV
E = -17566.5002 eV
Frontier orbital gap = 9.549 eV
SMILES = CPc1cnccn1
E_HOMO = -8.9955 eV

Positions of all 15 atoms, in Å:
C -2.6227 0.5371 -0.0617
P -1.8093 -1.0120 0.5472
C 0.1054 -0.4255 0.3589
C 0.5912 0.8438 0.6402
N 1.8528 1.1546 0.3931
C 2.6287 0.2113 -0.1200
C 2.1429 -1.0653 -0.3733
N 0.8778 -1.3730 -0.1368
H -2.5314 1.3107 0.6985
H -3.6818 0.3264 -0.2013
H -2.1906 0.8855 -0.9980
H -1.7482 -1.6602 -0.6839
H -0.0277 1.6261 1.0545
H 3.6499 0.4905 -0.3324
H 2.7630 -1.8501 -0.7850

Löwdin population analysis, charges in e, atoms 1 to 6:
1 C -0.40
2 P 0.87
3 C -0.43
4 C -0.16
5 N 0.07
6 C -0.13

6.
Entry from the OMol25 dataset: the molecule C26H26N4O2 (ωB97M-V with the def2-TZVPD basis set).

2S+1 = 1
E_LUMO = 0.67 eV
Energy above the lowest of the compared OMol25 structures with the same formula, charge and spin = 0.5963 eV
E = -37440.8555 eV
Frontier orbital gap = 8.244 eV
SMILES = CCOC(=O)C1CCN(c2ncnc3c2c(-c2ccccc2)cn3-c2ccccc2)CC1
E_HOMO = -7.5750 eV

Positions of all 58 atoms, in Å:
C -2.3893 -7.0236 -2.1967
C -3.6240 -6.1347 -2.1686
O -3.5144 -5.1247 -1.1620
C -2.8301 -4.0224 -1.4763
O -2.3489 -3.8088 -2.5573
C -2.7214 -3.1031 -0.2715
C -1.4930 -3.5453 0.5489
C -0.2422 -2.8601 0.0216
N -0.3309 -1.4319 0.2752
C 0.7740 -0.6903 0.0238
N 1.8105 -1.3473 -0.5135
C 2.8627 -0.6672 -0.9254
N 3.0340 0.6374 -0.9109
C 2.0590 1.2944 -0.2796
C 0.9137 0.6912 0.2942
C 0.2050 1.7409 0.9681
C -0.9088 1.6465 1.9065
C -0.9320 0.6337 2.8644
C -1.9515 0.5733 3.7956
C -2.9634 1.5194 3.7840
C -2.9460 2.5318 2.8393
C -1.9250 2.5989 1.9097
C 0.8935 2.8938 0.7074
N 2.0098 2.6421 -0.0527
C 2.9280 3.6069 -0.4864
C 4.2572 3.2644 -0.7180
C 5.1535 4.2291 -1.1378
C 4.7430 5.5384 -1.3258
C 3.4196 5.8781 -1.1030
C 2.5122 4.9207 -0.6897
C -1.6656 -0.8719 0.2530
C -2.5529 -1.6470 -0.7183
H -2.2245 -7.4713 -1.2194
H -2.5255 -7.8129 -2.9300
H -1.5156 -6.4369 -2.4701
H -4.5161 -6.7047 -1.9022
H -3.7648 -5.6503 -3.1402
H -3.6217 -3.2396 0.3320
H -1.6368 -3.2777 1.5966
H -1.3741 -4.6282 0.4948
H 0.6533 -3.2315 0.5248
H -0.1231 -3.0594 -1.0505
H 3.6645 -1.2518 -1.3575
H -0.1360 -0.0968 2.8778
H -1.9557 -0.2126 4.5373
H -3.7602 1.4701 4.5114
H -3.7320 3.2731 2.8282
H -1.9151 3.3868 1.1705
H 0.6963 3.8773 1.0860
H 4.5678 2.2421 -0.5810
H 6.1827 3.9552 -1.3155
H 5.4480 6.2891 -1.6500
H 3.0870 6.8940 -1.2581
H 1.4779 5.1925 -0.5426
H -2.1098 -0.9003 1.2552
H -1.6082 0.1723 -0.0581
H -2.0965 -1.6368 -1.7105
H -3.5234 -1.1552 -0.7888

Löwdin population analysis, charges in e, atoms 1 to 6:
1 C -0.06
2 C -0.21
3 O 0.00
4 C -0.48
5 O 0.12
6 C -0.21